(1)
Computed, not measured: 2 unconnected molecules or ions with the total composition C24H29ClN4O3S at a distorted geometry, with wB97M-V/def2-TZVPD.

XYZ file:
```
62
Properties=species:S:1:pos:R:3
C -0.665 -2.639 -4.737
N -0.228 -2.590 -3.338
C -1.054 -1.989 -2.389
O -2.183 -1.622 -2.700
C -0.564 -1.759 -0.954
N 0.655 -0.915 -0.917
C 1.764 -1.334 -1.490
C 2.921 -0.421 -1.466
C 3.182 0.379 -0.339
C 4.271 1.255 -0.323
C 5.108 1.353 -1.438
C 4.858 0.568 -2.567
C 3.774 -0.315 -2.580
C 1.904 -2.684 -2.084
C 3.056 -3.427 -1.753
C 3.255 -4.719 -2.239
Cl 4.682 -5.618 -1.794
C 2.296 -5.290 -3.071
C 1.152 -4.569 -3.418
C 0.939 -3.263 -2.942
H -1.057 -1.666 -5.054
H -1.451 -3.390 -4.862
H 0.169 -2.888 -5.401
H -1.358 -1.250 -0.404
H -0.390 -2.721 -0.463
H 2.532 0.320 0.531
H 4.459 1.868 0.554
H 5.950 2.040 -1.428
H 5.507 0.643 -3.435
H 3.590 -0.913 -3.469
H 3.812 -3.006 -1.095
H 2.443 -6.300 -3.442
H 0.416 -5.040 -4.061
C -1.894 2.536 5.997
N -0.639 2.906 5.341
C -0.408 3.011 4.028
O 0.714 3.309 3.643
C -1.526 2.694 3.019
C -1.464 1.202 2.656
C -2.750 0.704 1.996
S -2.867 -1.103 1.944
C -4.522 -1.259 1.230
N -1.434 3.521 1.809
C -2.477 3.968 1.110
C -2.165 4.766 -0.134
O -3.640 3.763 1.434
H -2.661 3.284 5.787
H -2.235 1.560 5.644
H -1.744 2.482 7.077
H 0.158 3.112 5.925
H -2.483 2.891 3.501
H -0.616 1.011 1.997
H -1.320 0.625 3.571
H -2.807 1.096 0.980
H -3.603 1.081 2.561
H -4.785 -2.314 1.148
H -4.535 -0.807 0.237
H -5.246 -0.754 1.869
H -0.506 3.753 1.489
H -3.098 5.012 -0.640
H -1.539 4.171 -0.797
H -1.649 5.683 0.145
```

Summary:
HOMO level: -8.44 eV
SMILES string: CN1C(=O)CN=C(c2ccccc2)c2cc(Cl)ccc21.CNC(=O)[C@H](CCSC)NC(C)=O
E_LUMO: 0.148 eV
HOMO-LUMO gap: 8.59 eV


(2)
Computed, not measured: a single C4H6ClF molecule at a distorted geometry, with wB97M-V/def2-TZVPD.

XYZ file:
```
12
Properties=species:S:1:pos:R:3
F -2.525 -0.253 -0.403
C -1.249 -0.031 0.228
C -0.438 1.057 -0.158
C -0.024 -0.334 -0.601
C 1.321 -0.779 0.071
Cl 2.760 0.190 -0.266
H -1.385 0.036 1.302
H -0.042 1.377 0.977
H -0.902 1.879 -0.626
H -0.191 -0.357 -1.605
H 1.602 -1.924 -0.149
H 1.074 -0.861 1.232
```

Summary:
HOMO level: -10.66 eV
SMILES string: F[C@@H]1C[C@H]1CCl
E_LUMO: 0.954 eV
energy relative to the best compared isomer or geometry (same formula, charge and spin): 55.0 kcal per mole
HOMO-LUMO gap: 11.61 eV


(3)
Computed, not measured: a single CH2N4O molecule at a distorted geometry, with wB97M-V/def2-TZVPD.

XYZ file:
```
8
Properties=species:S:1:pos:R:3
O 2.073 -0.182 -0.331
C 0.695 -0.090 -0.168
N 0.586 1.171 -0.105
N -1.658 0.390 0.101
N -1.402 -0.828 -0.021
N -0.130 -1.159 -0.165
H 2.510 0.177 0.458
H -2.674 0.522 0.231
```

Summary:
HOMO level (spin up / spin down): -10.14 / -10.14 eV
E_LUMO (spin up / spin down): -2.267 / -2.265 eV
energy relative to the best compared isomer or geometry (same formula, charge and spin): 109.9 kcal per mole
HOMO-LUMO gap (spin up / spin down): 7.87 / 7.87 eV


(4)
Computed, not measured: 9 unconnected molecules or ions with the total composition C19H37Cl16N3O3 at a distorted geometry, with wB97M-V/def2-TZVPD.

XYZ file:
```
78
Properties=species:S:1:pos:R:3
Cl -2.961 4.158 -0.255
C -1.208 4.288 -0.095
Cl -0.558 2.867 0.778
Cl -0.461 4.358 -1.673
Cl -0.812 5.758 0.816
Cl 5.489 5.675 -1.374
C 3.940 4.829 -1.387
Cl 4.059 3.265 -0.593
Cl 2.786 5.801 -0.477
Cl 3.371 4.665 -3.080
C -0.274 -0.411 -0.191
N 0.930 -0.408 0.574
C 2.064 0.237 -0.040
C 0.948 -0.888 1.847
O 0.005 -1.387 2.428
H -0.252 -0.906 -1.163
H -0.623 0.596 -0.429
H -1.121 -0.863 0.327
H 1.891 1.308 -0.210
H 2.872 0.408 0.679
H 2.423 -0.271 -0.926
H 1.934 -0.701 2.301
C -1.995 3.367 -5.404
N -1.582 2.388 -4.418
C -2.627 1.970 -3.503
C -0.330 1.916 -4.358
O 0.066 1.103 -3.550
H -2.954 3.829 -5.177
H -2.118 2.934 -6.400
H -1.343 4.242 -5.476
H -3.418 2.692 -3.349
H -2.991 0.958 -3.712
H -2.242 1.763 -2.493
H 0.258 2.462 -5.113
C -3.970 -2.396 3.006
N -3.448 -3.744 2.805
C -4.385 -4.843 2.912
C -2.145 -3.862 2.435
O -1.568 -4.888 2.127
H -5.053 -2.391 3.089
H -3.682 -1.744 2.180
H -3.560 -1.975 3.930
H -5.310 -4.626 2.378
H -3.977 -5.775 2.531
H -4.636 -5.009 3.963
H -1.650 -2.885 2.291
Cl -4.185 -2.557 -2.859
C -2.459 -2.968 -2.949
C -1.664 -1.921 -3.716
Cl -2.368 -1.530 -5.309
H -2.475 -3.901 -3.514
H -2.003 -3.181 -1.987
H -0.653 -2.271 -3.894
H -1.731 -0.988 -3.163
Cl 2.650 -3.077 5.123
C 0.957 -2.507 5.277
C -0.018 -3.514 4.720
Cl -0.006 -5.042 5.629
H 0.881 -1.632 4.633
H 0.668 -2.356 6.316
H 0.260 -3.749 3.694
H -1.023 -3.117 4.842
Cl 4.788 1.421 -5.366
C 3.432 1.227 -4.180
C 3.584 -0.140 -3.525
Cl 4.869 -0.249 -2.265
H 2.574 1.351 -4.833
H 3.476 2.081 -3.511
H 3.882 -0.881 -4.257
H 2.628 -0.392 -3.070
Cl 2.852 1.854 2.947
C 2.900 2.243 4.686
C 3.003 0.922 5.421
Cl 4.421 -0.048 4.973
H 1.994 2.784 4.940
H 3.776 2.848 4.909
H 2.086 0.362 5.244
H 3.126 1.061 6.495
```

Summary:
HOMO level: -9.08 eV
SMILES string: ClC(Cl)(Cl)Cl.ClC(Cl)(Cl)Cl.CN(C)C=O.CN(C)C=O.CN(C)C=O.ClCCCl.ClCCCl.ClCCCl.ClCCCl
E_LUMO: -0.124 eV
HOMO-LUMO gap: 8.96 eV


(5)
Computed, not measured: a molecular structure, C8H22AlN3O5 at a distorted geometry, with wB97M-V/def2-TZVPD.

XYZ file:
```
39
Properties=species:S:1:pos:R:3
Al 1.344 -1.159 -0.820
N 3.416 -0.331 -4.009
O 4.017 -0.678 -4.970
O 2.941 0.771 -3.935
O 3.229 -1.128 -3.067
C 4.495 2.510 1.384
C 3.535 1.354 0.990
C 2.217 1.485 1.861
O 1.386 0.416 1.627
C 0.203 0.435 2.372
N 3.318 1.328 -0.430
H 3.959 3.458 1.332
H 5.336 2.595 0.696
H 4.833 2.318 2.403
H 3.942 0.356 1.152
H 1.699 2.418 1.639
H 2.530 1.575 2.901
H 0.475 0.406 3.427
H -0.362 -0.449 2.078
H -0.332 1.366 2.186
H 2.913 2.204 -0.727
H 4.210 1.276 -0.901
C -3.015 0.293 0.377
C -2.613 -1.053 -0.370
C -3.829 -1.618 -1.179
O -5.081 -1.833 -0.450
C -5.078 -3.067 0.090
N -1.569 -0.685 -1.249
H -3.810 0.181 1.114
H -3.292 1.162 -0.221
H -2.148 0.537 0.990
H -2.337 -1.791 0.384
H -3.493 -2.454 -1.792
H -4.086 -0.853 -1.912
H -5.608 -3.730 -0.594
H -5.621 -3.273 1.012
H -4.053 -3.372 0.303
H -1.864 0.216 -1.595
H -1.804 -1.186 -2.094
```

Summary:
net charge: +2
HOMO level: -15.34 eV
E_LUMO: -13.068 eV
HOMO-LUMO gap: 2.27 eV


(6)
Computed, not measured: a single C4H9NO molecule at a distorted geometry, with wB97M-V/def2-TZVPD.

XYZ file:
```
15
Properties=species:S:1:pos:R:3
C 1.509 2.233 -1.583
N 0.463 1.644 -0.589
C 0.535 0.187 -0.175
C -0.704 -0.380 0.368
C -0.577 -1.808 0.960
O -1.641 -2.330 1.230
H 2.515 2.277 -1.155
H 1.639 1.469 -2.414
H 1.027 3.119 -2.044
H 0.849 2.128 0.234
H 0.922 -0.392 -1.023
H 1.342 -0.017 0.540
H -1.532 -0.557 -0.303
H -1.135 0.256 1.175
H 0.259 -2.102 1.652
```

Summary:
HOMO level: -9.44 eV
SMILES string: CNCCC=O
E_LUMO: 0.700 eV
energy relative to the best compared isomer or geometry (same formula, charge and spin): 65.9 kcal per mole
HOMO-LUMO gap: 10.14 eV


(7)
Computed, not measured: 4 unconnected molecules or ions with the total composition C28H44F9NO8 at a distorted geometry, with wB97M-V/def2-TZVPD.

XYZ file:
```
90
Properties=species:S:1:pos:R:3
H -1.089 -5.568 7.504
N -0.871 -6.028 6.573
C -1.949 -5.736 5.746
C -1.956 -6.297 4.202
C -1.363 -5.230 3.100
C -2.398 -5.215 1.795
O -2.225 -6.004 0.732
O -3.443 -4.196 2.093
C -2.930 -3.235 3.125
C -1.362 -3.623 3.444
C -0.164 -2.826 2.592
C 1.264 -3.385 3.225
C 2.596 -2.617 2.607
C 3.912 -3.581 2.975
C 5.266 -2.866 2.402
C 6.585 -3.817 2.281
C 6.440 -5.330 2.884
C 6.793 -5.433 4.516
C 8.390 -5.662 4.807
C 9.001 -7.086 4.272
H -2.849 -5.078 6.109
H -1.233 -7.245 4.172
H -3.001 -6.687 3.831
H -0.412 -5.733 2.640
H -2.957 -2.084 2.817
H -3.576 -3.195 4.128
H -1.003 -3.385 4.557
H -0.257 -3.018 1.423
H -0.297 -1.657 2.731
H 1.213 -3.282 4.403
H 1.386 -4.527 2.905
H 2.411 -2.548 1.433
H 2.708 -1.524 3.067
H 3.660 -4.628 2.512
H 3.982 -3.568 4.148
H 5.031 -2.468 1.301
H 5.523 -1.881 3.026
H 7.020 -3.929 1.180
H 7.453 -3.281 2.898
H 5.437 -5.885 2.613
H 7.299 -5.976 2.362
H 6.195 -6.281 5.056
H 6.503 -4.388 5.013
H 8.516 -5.670 5.994
H 9.065 -4.746 4.445
H 10.030 -7.379 4.801
H 8.271 -7.998 4.334
H 9.276 -6.937 3.127
C -3.946 -2.092 0.126
C -4.826 -1.823 -1.081
O -5.112 -0.420 -1.194
C -4.139 0.348 -1.781
O -3.071 -0.098 -2.194
C -4.592 1.804 -1.883
F -5.166 2.259 -0.732
F -5.520 1.985 -2.867
F -3.571 2.663 -2.161
H -4.401 -1.682 1.033
H -3.792 -3.167 0.261
H -2.968 -1.614 0.017
H -5.786 -2.334 -0.954
H -4.376 -2.207 -2.004
C -5.438 4.625 -3.535
C -6.099 5.985 -3.405
O -5.323 6.990 -4.074
C -5.494 7.080 -5.431
O -6.254 6.360 -6.075
C -4.650 8.217 -6.006
F -3.377 8.229 -5.515
F -5.178 9.443 -5.720
F -4.531 8.162 -7.362
H -4.405 4.664 -3.177
H -5.985 3.872 -2.960
H -5.401 4.302 -4.580
H -6.145 6.269 -2.348
H -7.129 5.972 -3.779
C 0.785 7.614 -6.851
C -0.266 8.687 -6.630
O 0.252 9.739 -5.802
C 1.023 10.680 -6.434
O 1.283 10.658 -7.634
C 1.465 11.763 -5.450
F 1.914 11.250 -4.268
F 0.446 12.613 -5.131
F 2.474 12.542 -5.931
H 1.165 7.246 -5.893
H 0.369 6.775 -7.414
H 1.643 8.010 -7.402
H -1.122 8.256 -6.099
H -0.644 9.086 -7.579
```

Summary:
HOMO level: -10.43 eV
SMILES string: [H]/N=C/C[C@H]1C(=O)OC[C@@H]1CCCCCCCCCC.CCOC(=O)C(F)(F)F.CCOC(=O)C(F)(F)F.CCOC(=O)C(F)(F)F
E_LUMO: 0.300 eV
HOMO-LUMO gap: 10.73 eV


(8)
Computed, not measured: a molecular structure, C5H20CaN12O11 at a distorted geometry, with wB97M-V/def2-TZVPD.

XYZ file:
```
49
Properties=species:S:1:pos:R:3
Ca 0.083 0.102 0.704
N 1.441 -1.270 3.243
O 1.881 -0.896 2.168
O 2.064 -1.903 4.085
O 0.366 -0.944 3.591
N -1.696 2.977 1.412
O -1.408 4.157 1.454
O -0.807 2.161 1.516
O -2.771 2.662 0.974
C 2.208 -0.663 -1.896
O 1.344 -0.873 -1.057
N 3.295 -1.415 -2.025
N 2.087 0.320 -2.772
H 4.060 -1.019 -2.553
H 3.312 -2.362 -1.673
H 2.743 0.369 -3.539
H 1.281 0.925 -2.834
C 0.210 -3.538 0.710
O -0.170 -2.355 0.659
N -0.651 -4.505 0.530
N 1.350 -4.024 0.897
H -1.647 -4.672 0.501
H -0.261 -5.385 0.837
H 2.008 -3.482 1.439
H 1.313 -4.993 1.179
C -3.242 -0.737 0.719
O -2.117 -0.415 0.976
N -4.052 0.173 0.307
N -3.802 -1.871 0.702
H -3.675 1.106 0.395
H -5.007 0.024 0.013
H -3.247 -2.694 0.891
H -4.788 -1.920 0.491
C 2.422 2.412 0.701
O 2.013 1.381 0.207
N 2.901 2.426 1.913
N 2.639 3.577 0.189
H 2.899 3.309 2.403
H 2.877 1.521 2.361
H 2.476 3.898 -0.754
H 3.224 4.139 0.792
C -1.299 1.601 -2.161
O -0.752 0.919 -1.367
N -2.268 2.400 -1.806
N -1.162 1.398 -3.466
H -2.561 2.334 -0.841
H -2.464 3.213 -2.373
H -1.786 1.941 -4.047
H -0.864 0.491 -3.794
```

Summary:
HOMO level: -7.59 eV
E_LUMO: 0.266 eV
HOMO-LUMO gap: 7.86 eV


| no. | electronic energy (hartree) |
| --- | --- |
| 1 | -2235.11241 |
| 2 | -715.96346 |
| 3 | -333.37274 |
| 4 | -8499.18596 |
| 5 | -1099.88946 |
| 6 | -287.72747 |
| 7 | -2648.47301 |
| 8 | -2364.88583 |